(1)
A molecular structure, H31O16 at a distorted geometry, computed with ωB97M-V/def2-TZVPD.

Element x y z (Å)
1 O -1.152 2.367 -0.705
2 H -3.462 0.565 2.047
3 H 2.159 0.807 1.748
4 O 1.723 -2.354 4.629
5 H -0.262 2.267 -1.077
6 H -1.643 2.643 -1.494
7 O -1.404 -1.482 0.713
8 H 1.071 -1.684 4.855
9 H 2.970 -0.686 1.942
10 O 3.039 0.428 1.671
11 H 1.370 0.927 4.288
12 H 1.720 -2.555 3.690
13 O 0.656 0.481 3.820
14 H -1.505 -0.463 -2.477
15 H -0.662 0.907 5.221
16 O 5.497 -0.030 0.460
17 H 4.704 -0.430 0.860
18 H 5.816 0.311 1.309
19 O -2.524 0.099 -1.282
20 H -3.384 0.255 -1.691
21 H -2.259 0.980 -0.929
22 O -0.668 2.518 -3.533
23 H -0.511 2.739 -4.455
24 H -0.489 -1.586 0.478
25 O -1.305 0.558 -5.742
26 H -1.082 -0.189 -6.309
27 O -2.693 -1.818 -5.245
28 H -2.027 -1.219 -4.889
29 H -2.394 -2.710 -5.058
30 O 2.680 -1.880 2.204
31 H -1.755 -0.939 -0.014
32 H 0.421 0.971 3.030
33 O -1.452 1.144 5.732
34 H 2.013 1.420 -2.024
35 H -2.127 1.039 5.052
36 O 1.239 -1.091 -0.018
37 H 1.481 -1.414 0.856
38 H 1.240 -0.139 0.134
39 O -3.796 0.833 2.910
40 H -0.196 -1.091 -3.092
41 H -3.834 -0.001 3.390
42 O -1.135 -0.956 -3.247
43 H -0.708 0.470 -4.997
44 H -0.578 1.566 -3.427
45 O 1.172 0.953 -1.909
46 H 3.584 -2.243 2.207
47 H 1.507 0.114 -1.549

Calculated values
- Multiplicity: 2
- Electronic energy: -33259.624 eV
- Max |F|: 0.06748 hartree/bohr
- Energy above the lowest of the compared OMol25 structures with the same formula, charge and spin: 0.0000 eV
- ⟨S²⟩: 0.76



(2)
A gas-phase ion, C6H9O2 (charge -1) at a distorted geometry, computed with ωB97M-V/def2-TZVPD.

Element x y z (Å)
1 C -1.888 -1.529 -2.010
2 C -0.505 -1.541 -1.604
3 C 0.183 -0.429 -1.238
4 C 1.429 -0.275 -0.347
5 C 1.359 1.044 0.460
6 C 0.144 1.038 1.459
7 O -0.844 0.506 0.976
8 O 0.281 1.406 2.586
9 H -2.524 -1.537 -1.056
10 H -2.006 -2.420 -2.691
11 H -2.136 -0.603 -2.469
12 H -0.113 -2.574 -1.629
13 H -0.345 0.508 -1.543
14 H 2.431 -0.245 -0.707
15 H 1.287 -1.149 0.404
16 H 2.322 0.955 1.073
17 H 1.254 1.914 -0.196

Calculated values
- Electronic energy: -10462.637 eV
- Max |F|: 0.08792 hartree/bohr
- Net charge: -1
- Energy above the lowest of the compared OMol25 structures with the same formula, charge and spin: 1.3807 eV



(3)
A single C2H4N2S2 molecule at a distorted geometry, computed with ωB97M-V/def2-TZVPD.

Element x y z (Å)
1 N -0.534 -0.433 1.697
2 N 0.009 0.844 1.225
3 C 0.532 0.800 -0.013
4 C 0.530 -0.020 -1.305
5 S 1.931 -0.421 -2.087
6 S -0.891 -0.702 -1.879
7 H -0.416 -1.254 1.177
8 H -0.546 -0.451 2.554
9 H 1.091 1.665 -0.464
10 H -1.706 -0.028 -0.904

Calculated values
- Electronic energy: -26785.878 eV
- Max |F|: 0.23633 hartree/bohr
- Energy above the lowest of the compared OMol25 structures with the same formula, charge and spin: 4.1364 eV



(4)
A molecular structure, C16H25Cl2NO2Pt at a distorted geometry, computed with ωB97M-V/def2-TZVPD.

Element x y z (Å)
1 C 0.414 -0.966 -1.623
2 C 1.240 0.147 -2.116
3 C 0.414 1.268 -2.297
4 C 2.662 0.065 -2.479
5 C -0.951 0.878 -2.119
6 C -0.984 -0.491 -1.747
7 C -2.157 -1.390 -1.738
8 C 0.754 -2.398 -1.759
9 C 0.878 2.614 -2.714
10 C -2.142 1.727 -2.348
11 Pt 0.250 -0.246 0.393
12 Cl 2.831 1.806 0.085
13 Cl 2.395 -1.068 0.649
14 O -1.662 0.440 0.631
15 H 3.073 -0.926 -2.280
16 H 3.239 0.783 -1.859
17 H 2.829 0.335 -3.533
18 H 1.806 2.868 -2.175
19 H 0.116 3.379 -2.505
20 H 1.088 2.638 -3.799
21 H -1.995 2.738 -1.958
22 H -3.005 1.270 -1.856
23 H -2.362 1.815 -3.421
24 H -3.035 -0.885 -1.313
25 H -1.940 -2.292 -1.155
26 H -2.424 -1.700 -2.767
27 H 1.780 -2.562 -1.440
28 H 0.641 -2.715 -2.799
29 H 0.086 -2.987 -1.131
30 H -1.699 1.234 1.188
31 O -0.601 -2.034 1.153
32 H -1.503 -1.677 1.365
33 C 0.751 -1.117 3.708
34 C 0.777 0.311 3.347
35 C 1.048 1.405 4.228
36 C 0.937 2.581 3.476
37 C 0.579 2.203 2.152
38 C 0.333 3.062 0.990
39 N 0.574 0.842 2.113
40 H 0.192 -1.721 2.978
41 H 0.291 -1.216 4.706
42 H 1.789 -1.479 3.814
43 H 1.316 1.323 5.268
44 H 1.098 3.606 3.774
45 H -0.339 3.881 1.260
46 H 1.288 3.454 0.618
47 H -0.106 2.452 0.191

Calculated values
- Multiplicity: 5
- Electronic energy: -50870.325 eV
- Max |F|: 0.05768 hartree/bohr
- Net charge: -2
- ⟨S²⟩: 6.03



(5)
A molecular structure, C27H58IInO18PS, computed with ωB97M-V/def2-TZVPD.

Element x y z (Å)
1 C -4.067 -2.798 4.047
2 C -3.655 -2.291 5.427
3 I -4.680 -3.580 6.971
4 C -2.195 -2.230 5.689
5 In -0.975 -1.110 4.187
6 P -0.828 1.409 4.739
7 S 0.970 2.161 4.245
8 H -4.824 -3.577 4.083
9 H -3.192 -3.192 3.528
10 H -4.461 -1.978 3.443
11 H -4.133 -1.341 5.655
12 H -2.008 -1.825 6.685
13 H -1.770 -3.239 5.672
14 H 0.665 -1.679 4.231
15 H -1.691 -1.245 2.586
16 H -1.134 1.745 6.073
17 H -1.837 2.139 4.086
18 C 4.948 -4.460 8.289
19 C 4.694 -5.183 6.984
20 O 3.907 -4.393 6.082
21 C 4.572 -3.426 5.441
22 O 5.757 -3.212 5.538
23 O 3.710 -2.747 4.704
24 C 4.257 -1.629 3.994
25 H 4.004 -4.161 8.745
26 H 5.472 -5.122 8.980
27 H 5.559 -3.574 8.126
28 H 4.095 -6.078 7.141
29 H 5.628 -5.461 6.496
30 H 5.109 -1.947 3.395
31 H 4.564 -0.854 4.693
32 H 3.450 -1.258 3.372
33 C 1.241 0.344 1.158
34 C 0.804 -0.517 0.003
35 O -0.097 0.202 -0.880
36 C 0.446 1.058 -1.720
37 O 1.620 1.244 -1.928
38 O -0.550 1.682 -2.364
39 C -0.135 2.713 -3.265
40 H 0.377 0.737 1.691
41 H 1.809 -0.256 1.868
42 H 1.859 1.183 0.838
43 H 0.202 -1.354 0.349
44 H 1.642 -0.897 -0.583
45 H 0.586 2.330 -3.986
46 H 0.316 3.539 -2.718
47 H -1.041 3.038 -3.766
48 C 4.289 1.793 -4.917
49 C 4.513 1.867 -3.424
50 O 5.604 2.755 -3.085
51 C 5.318 4.048 -3.134
52 O 4.261 4.544 -3.433
53 O 6.422 4.734 -2.813
54 C 6.257 6.153 -2.833
55 H 5.207 1.504 -5.431
56 H 3.525 1.043 -5.131
57 H 3.953 2.753 -5.307
58 H 4.830 0.904 -3.027
59 H 3.618 2.176 -2.891
60 H 5.424 6.452 -2.200
61 H 6.077 6.503 -3.849
62 H 7.190 6.556 -2.452
63 C -5.394 6.685 -0.191
64 C -6.118 5.453 0.305
65 O -5.724 4.272 -0.416
66 C -4.542 3.758 -0.051
67 O -3.832 4.184 0.821
68 O -4.298 2.704 -0.821
69 C -3.037 2.051 -0.576
70 H -5.549 6.811 -1.263
71 H -5.780 7.567 0.320
72 H -4.326 6.610 0.008
73 H -7.189 5.525 0.125
74 H -5.947 5.293 1.369
75 H -2.941 1.792 0.476
76 H -2.211 2.693 -0.875
77 H -3.050 1.155 -1.189
78 C -6.627 -0.287 0.303
79 C -6.485 0.118 -1.147
80 O -6.155 -1.009 -1.987
81 C -7.162 -1.818 -2.283
82 O -8.315 -1.683 -1.956
83 O -6.684 -2.837 -3.003
84 C -7.661 -3.818 -3.358
85 H -5.719 -0.780 0.651
86 H -6.787 0.605 0.911
87 H -7.472 -0.959 0.445
88 H -5.653 0.804 -1.272
89 H -7.392 0.588 -1.524
90 H -8.503 -3.354 -3.868
91 H -8.021 -4.336 -2.471
92 H -7.146 -4.510 -4.017
93 C 5.566 -3.895 -6.160
94 C 5.746 -2.453 -5.743
95 O 4.523 -1.703 -5.861
96 C 3.642 -1.901 -4.876
97 O 3.798 -2.622 -3.925
98 O 2.560 -1.174 -5.137
99 C 1.516 -1.281 -4.158
100 H 5.168 -3.951 -7.174
101 H 6.530 -4.405 -6.138
102 H 4.888 -4.411 -5.483
103 H 6.436 -1.932 -6.405
104 H 6.112 -2.376 -4.720
105 H 1.904 -1.064 -3.165
106 H 1.069 -2.273 -4.174
107 H 0.782 -0.533 -4.444

Calculated values
- Electronic energy: -99195.551 eV
- Max |F|: 0.01428 hartree/bohr
- Net charge: -1
- Energy above the lowest of the compared OMol25 structures with the same formula, charge and spin: 0.0000 eV



(6)
A single C5H9N3 molecule at a distorted geometry, computed with ωB97M-V/def2-TZVPD.

Element x y z (Å)
1 C 1.424 -0.967 -0.385
2 N 1.906 0.187 -0.765
3 N 1.026 1.335 -0.767
4 C -0.376 1.430 -0.736
5 C -0.678 0.647 0.456
6 C -1.809 -0.143 0.849
7 N -0.719 -0.805 0.133
8 C 0.452 -1.669 0.527
9 H 2.211 -1.800 -0.717
10 H 1.287 1.865 -1.427
11 H -0.927 1.207 -1.742
12 H -0.539 2.679 -0.981
13 H 0.107 0.979 1.266
14 H -1.868 -0.285 1.959
15 H -2.770 -0.298 0.440
16 H 0.201 -2.689 0.424
17 H 1.072 -1.672 1.464

Calculated values
- Electronic energy: -9794.701 eV
- Max |F|: 0.16251 hartree/bohr
- Energy above the lowest of the compared OMol25 structures with the same formula, charge and spin: 6.7654 eV



(7)
A single C6H11IO molecule at a distorted geometry, computed with ωB97M-V/def2-TZVPD.

Element x y z (Å)
1 C -0.291 2.625 -0.453
2 C -0.485 0.453 -0.266
3 C -2.038 -0.385 1.478
4 C 1.856 -0.013 -1.154
5 C -0.584 -0.029 1.134
6 C 0.341 -0.265 -1.275
7 O -1.215 1.569 -0.661
8 I -0.071 3.457 1.478
9 H 0.672 2.472 -0.924
10 H -2.654 0.510 1.544
11 H -2.065 -0.905 2.433
12 H -2.460 -1.030 0.708
13 H 2.412 -0.768 -1.705
14 H 2.164 -0.047 -0.111
15 H 2.125 0.959 -1.563
16 H 0.052 -0.909 1.237
17 H -0.242 0.723 1.856
18 H 0.161 -1.334 -1.120
19 H 0.012 0.002 -2.282

Calculated values
- Electronic energy: -16544.749 eV
- Max |F|: 0.02739 hartree/bohr
- Energy above the lowest of the compared OMol25 structures with the same formula, charge and spin: 1.3206 eV



(8)
A molecular structure, C31H32FeN5O2, computed with ωB97M-V/def2-TZVPD.

Element x y z (Å)
1 Fe 0.422 0.583 -0.235
2 C 0.115 -5.265 -4.159
3 C -0.014 -4.209 -3.094
4 C -0.093 -4.542 -1.742
5 C -0.190 -3.558 -0.790
6 C -0.226 -2.176 -1.088
7 N -0.304 -1.254 -0.077
8 C -1.159 -1.493 0.958
9 C -2.363 -2.221 0.837
10 C -3.262 -2.353 1.874
11 C -3.046 -1.747 3.108
12 C -4.067 -1.806 4.213
13 C -1.869 -1.030 3.255
14 C -0.928 -0.934 2.237
15 N 0.288 -0.248 2.545
16 C 0.827 -0.128 3.782
17 C 1.815 0.826 3.717
18 C 1.812 1.240 2.376
19 N 0.917 0.571 1.676
20 C -0.111 -1.851 -2.458
21 C -0.023 -2.866 -3.415
22 N -0.109 -0.501 -2.942
23 C -0.061 -0.106 -4.238
24 C -0.124 1.260 -4.269
25 C -0.205 1.638 -2.924
26 N -0.198 0.577 -2.133
27 H -0.528 -6.122 -3.949
28 H 1.141 -5.638 -4.232
29 H -0.160 -4.872 -5.139
30 H -0.063 -5.583 -1.436
31 H -0.229 -3.830 0.258
32 H -2.593 -2.670 -0.120
33 H -4.177 -2.914 1.708
34 H -4.707 -2.683 4.106
35 H -4.716 -0.926 4.211
36 H -3.592 -1.858 5.194
37 H -1.679 -0.509 4.186
38 H 0.479 -0.739 4.595
39 H 2.462 1.156 4.510
40 H 2.429 1.969 1.881
41 H 0.028 -2.609 -4.463
42 H 0.017 -0.804 -5.048
43 H -0.104 1.894 -5.138
44 H -0.227 2.618 -2.479
45 O 0.600 2.694 -0.204
46 C -0.582 2.763 0.236
47 O -1.288 1.741 0.405
48 C -1.161 4.116 0.555
49 C -2.434 4.214 1.102
50 C -2.972 5.458 1.397
51 C -2.241 6.610 1.138
52 C -0.969 6.515 0.588
53 C -0.429 5.270 0.300
54 H -2.982 3.298 1.285
55 H -3.964 5.531 1.827
56 H -2.662 7.582 1.365
57 H -0.399 7.413 0.385
58 H 0.562 5.164 -0.121
59 C 4.751 0.302 -1.215
60 C 3.557 0.195 -0.258
61 C 3.838 -0.898 0.772
62 C 2.234 -0.058 -0.994
63 H 5.694 0.483 -0.683
64 H 4.599 1.116 -1.927
65 H 4.859 -0.624 -1.790
66 H 3.507 1.156 0.272
67 H 4.053 -1.840 0.255
68 H 2.966 -1.067 1.406
69 H 4.692 -0.661 1.415
70 H 2.352 0.391 -1.997
71 H 2.193 -1.148 -1.173

Calculated values
- Electronic energy: -78601.046 eV
- Max |F|: 0.00835 hartree/bohr
- Net charge: -1
- Energy above the lowest of the compared OMol25 structures with the same formula, charge and spin: 0.0614 eV



(9)
A molecular structure, C26H42BrCuN3OP2 at a distorted geometry, computed with ωB97M-V/def2-TZVPD.

Element x y z (Å)
1 C -0.513 6.938 -3.296
2 C -0.617 5.546 -3.556
3 C -0.985 5.306 -4.901
4 C -1.176 6.323 -5.876
5 N -1.021 7.632 -5.572
6 C -0.709 7.943 -4.292
7 C -0.462 4.430 -2.574
8 C -0.620 3.468 -1.848
9 C -0.960 2.714 -0.760
10 C -0.146 2.744 0.372
11 C -0.418 1.913 1.480
12 C -1.650 1.037 1.413
13 C -2.469 1.171 0.222
14 C -2.101 1.938 -0.818
15 Cu 0.119 -0.321 1.273
16 P 2.157 -1.091 1.306
17 H -1.137 4.282 -5.213
18 H -0.278 7.273 -2.296
19 H -1.457 6.071 -6.921
20 H -0.611 9.026 -4.057
21 H -2.753 1.941 -1.659
22 H 0.712 3.444 0.382
23 H -3.419 0.658 0.202
24 H 0.255 1.913 2.353
25 C 2.287 -2.655 2.284
26 C 3.206 -3.734 1.748
27 H 1.318 -3.122 2.420
28 H 2.612 -2.392 3.284
29 H 3.292 -4.548 2.490
30 H 2.809 -4.206 0.822
31 H 4.239 -3.384 1.543
32 C 2.311 -1.404 -0.543
33 C 3.127 -0.354 -1.301
34 H 1.329 -1.392 -1.018
35 H 2.713 -2.408 -0.680
36 H 2.988 -0.458 -2.387
37 H 2.801 0.655 -1.038
38 H 4.208 -0.424 -1.138
39 C 3.587 -0.005 1.770
40 C 4.998 -0.569 1.866
41 H 3.366 0.419 2.753
42 H 3.617 0.856 1.099
43 H 5.729 0.208 2.137
44 H 5.085 -1.322 2.655
45 H 5.383 -1.008 0.940
46 Br -3.072 0.703 2.813
47 P -2.106 -2.710 -0.850
48 C -0.361 -3.090 -0.742
49 C -0.101 -4.517 -1.248
50 H -0.127 -2.972 0.319
51 H 0.215 -2.402 -1.352
52 H 0.947 -4.660 -1.554
53 H -0.321 -5.275 -0.480
54 H -0.733 -4.738 -2.122
55 C -3.035 -2.971 0.646
56 C -4.474 -3.546 0.479
57 H -3.044 -1.978 1.095
58 H -2.478 -3.632 1.327
59 H -4.937 -3.672 1.459
60 H -5.130 -2.884 -0.100
61 H -4.525 -4.532 -0.016
62 C -2.475 -1.188 -1.743
63 C -2.827 -1.434 -3.224
64 H -1.607 -0.537 -1.650
65 H -3.316 -0.710 -1.248
66 H -3.223 -0.532 -3.718
67 H -1.954 -1.755 -3.818
68 H -3.597 -2.221 -3.324
69 N 0.962 0.638 6.046
70 C 0.491 -0.185 5.091
71 N -0.790 -0.641 5.298
72 O 1.079 -0.430 4.027
73 H 0.433 0.984 6.782
74 H 1.943 0.849 6.102
75 H -1.404 -0.713 4.519
76 H -1.176 -0.299 6.113

Calculated values
- Multiplicity: 2
- Electronic energy: -167403.137 eV
- Max |F|: 0.06796 hartree/bohr
- Net charge: +2
- Energy above the lowest of the compared OMol25 structures with the same formula, charge and spin: 0.0000 eV
- ⟨S²⟩: 0.75



(10)
A single C20H20F3N3O3S molecule, computed with ωB97M-V/def2-TZVPD.

Element x y z (Å)
1 O -1.125 7.122 -1.630
2 C -0.494 6.098 -1.525
3 C -0.390 5.037 -2.600
4 C 0.987 4.380 -2.613
5 C 1.334 3.882 -1.241
6 C 2.082 2.741 -1.016
7 C 2.412 2.371 0.275
8 S 3.323 0.854 0.542
9 O 4.011 0.934 1.794
10 O 4.051 0.533 -0.648
11 N 2.144 -0.315 0.715
12 C 1.366 -0.623 -0.457
13 C 0.667 -1.973 -0.269
14 N -0.133 -1.921 0.935
15 C -1.327 -2.598 1.044
16 C -2.228 -2.295 2.078
17 C -3.450 -2.924 2.173
18 C -3.839 -3.873 1.241
19 C -2.961 -4.174 0.213
20 C -3.309 -5.209 -0.818
21 F -3.070 -4.780 -2.073
22 F -2.581 -6.336 -0.674
23 F -4.593 -5.587 -0.787
24 C -1.721 -3.562 0.111
25 C 0.673 -1.615 2.099
26 C 1.346 -0.255 1.913
27 C 2.008 3.123 1.361
28 C 1.253 4.263 1.154
29 C 0.907 4.641 -0.142
30 N 0.158 5.785 -0.363
31 H -0.623 5.494 -3.562
32 H -1.159 4.289 -2.387
33 H 1.013 3.563 -3.334
34 H 1.738 5.116 -2.919
35 H 2.444 2.142 -1.837
36 H 2.055 -0.661 -1.300
37 H 0.606 0.154 -0.638
38 H 0.025 -2.147 -1.132
39 H 1.426 -2.765 -0.210
40 H -1.975 -1.539 2.805
41 H -4.119 -2.665 2.979
42 H -4.797 -4.362 1.308
43 H -1.067 -3.861 -0.691
44 H 0.062 -1.613 2.999
45 H 1.460 -2.374 2.212
46 H 2.020 -0.035 2.741
47 H 0.578 0.532 1.841
48 H 2.307 2.817 2.351
49 H 0.933 4.867 1.990
50 H 0.026 6.424 0.411

Calculated values
- Electronic energy: -50666.534 eV
- Max |F|: 0.01860 hartree/bohr
- Energy above the lowest of the compared OMol25 structures with the same formula, charge and spin: 0.0000 eV